No. 1
Below is 7 unconnected molecules or ions with the total composition C47H93BrClN3O11P2 at a distorted geometry, with properties calculated with ωB97M-V/def2-TZVPD.

Properties
* HOMO level: -7.9 eV
* gap between HOMO and LUMO: 0.2948 Eh
* SMILES: C=CC[C@@](CC(=O)Br)(NP(O)Cl)[C@](OCCCCCCCCCCCCCn1cccc1)(c1ccccn1)P(O)O.CC(C)O.CC(C)O.CC(C)O.CC(C)O.CC(C)O.CC(C)O

Structure (XYZ):
```
158
Properties=species:S:1:pos:R:3:mulliken_charge:R:1
C -7.95 0.12 1.11 -1.105
C -7.03 -0.82 0.94 -0.200
C -6.38 -1.52 2.08 -1.417
C -4.86 -1.70 2.16 1.212
C -4.13 -0.36 2.26 -0.291
C -4.92 0.88 2.54 -0.217
O -5.30 1.57 1.71 -0.259
Br -5.28 1.45 4.37 -0.177
N -4.56 -2.60 3.31 0.042
P -4.51 -1.96 4.86 0.262
O -3.03 -2.53 5.24 -0.454
Cl -5.65 -3.46 5.70 -0.331
C -4.29 -2.49 0.94 1.044
O -4.53 -1.67 -0.18 0.103
C -4.54 -2.26 -1.49 -0.997
C -4.17 -1.23 -2.52 -1.376
C -2.68 -1.18 -2.93 -0.450
C -2.00 0.16 -2.72 -0.826
C -0.47 0.10 -2.74 -1.276
C 0.11 -0.76 -1.63 0.455
C 1.18 -0.09 -0.79 -0.321
C 1.58 -0.95 0.41 -0.720
C 1.38 -0.17 1.70 1.166
C 2.21 -0.70 2.86 -0.471
C 2.11 0.14 4.15 -1.386
C 1.20 1.33 4.06 -0.124
C 1.85 2.45 3.26 -0.727
N 1.03 3.00 2.20 0.387
C 1.55 3.61 1.09 -0.783
C 0.51 4.03 0.29 -0.874
C -0.68 3.66 0.92 -0.783
C -0.34 3.01 2.10 -0.686
C -4.92 -3.85 0.84 -0.259
C -4.25 -5.02 1.18 -0.840
C -4.91 -6.23 1.08 -0.758
C -6.22 -6.25 0.66 -0.620
C -6.83 -5.04 0.33 -0.605
N -6.20 -3.87 0.42 -0.220
P -2.38 -2.48 1.05 0.467
O -2.06 -3.62 -0.06 -0.705
O -2.00 -3.31 2.39 -0.546
H -8.58 0.41 0.30 0.362
H -8.07 0.65 2.03 0.148
H -6.78 -1.13 -0.05 0.202
H -6.85 -2.48 2.17 0.762
H -6.66 -0.98 2.99 0.354
H -3.66 -0.12 1.33 -0.115
H -3.33 -0.43 2.99 0.781
H -5.25 -3.34 3.32 0.616
H -2.65 -1.91 5.87 0.348
H -5.55 -2.60 -1.68 0.473
H -3.91 -3.13 -1.57 0.622
H -4.52 -0.27 -2.18 0.452
H -4.74 -1.49 -3.39 0.515
H -2.15 -1.95 -2.38 0.229
H -2.62 -1.44 -3.97 0.508
H -2.31 0.53 -1.75 0.329
H -2.37 0.85 -3.47 0.482
H -0.11 1.11 -2.63 0.514
H -0.17 -0.26 -3.70 0.396
H 0.46 -1.71 -2.03 0.526
H -0.69 -1.01 -0.95 -0.553
H 0.74 0.83 -0.45 -0.136
H 2.04 0.10 -1.42 0.159
H 0.92 -1.79 0.44 0.576
H 2.60 -1.28 0.32 0.186
H 1.63 0.85 1.50 -0.867
H 0.33 -0.28 1.95 0.295
H 3.24 -0.73 2.53 0.098
H 1.89 -1.71 3.07 0.317
H 3.10 0.46 4.45 0.383
H 1.74 -0.49 4.95 0.468
H 1.01 1.69 5.06 0.551
H 0.24 1.06 3.66 -0.106
H 2.17 3.26 3.90 0.434
H 2.72 2.05 2.78 0.320
H 2.59 3.71 0.93 0.674
H 0.60 4.52 -0.66 0.478
H -1.67 3.82 0.58 0.696
H -0.96 2.58 2.85 0.704
H -3.24 -5.02 1.52 0.460
H -4.39 -7.13 1.34 0.497
H -6.75 -7.17 0.57 0.459
H -7.84 -5.03 -0.01 0.458
H -1.29 -3.32 -0.54 0.406
H -1.59 -2.74 3.04 0.349
C 6.76 2.51 -1.05 -1.429
C 5.65 2.32 -0.04 0.258
C 4.93 0.99 -0.26 -0.473
O 4.71 3.40 -0.11 -0.513
H 6.36 2.53 -2.07 0.309
H 7.27 3.46 -0.89 0.358
H 7.50 1.71 -0.99 0.384
H 6.05 2.35 0.97 0.330
H 4.47 0.97 -1.25 0.310
H 4.13 0.86 0.47 -0.219
H 5.61 0.15 -0.17 0.256
H 4.33 3.40 -1.00 0.366
C 9.40 2.27 -5.72 -1.378
C 8.29 2.08 -4.70 0.651
C 7.57 0.76 -4.90 -1.206
O 7.36 3.16 -4.77 -0.565
H 8.99 2.29 -6.73 0.324
H 9.91 3.22 -5.56 0.339
H 10.14 1.47 -5.66 0.252
H 8.71 2.12 -3.69 0.272
H 7.10 0.73 -5.89 0.329
H 6.77 0.64 -4.16 0.274
H 8.25 -0.09 -4.82 0.358
H 6.97 3.16 -5.65 0.349
C -8.61 -0.46 6.48 -0.780
C -9.10 0.98 6.53 0.313
C -10.01 1.31 5.36 -0.796
O -7.99 1.88 6.56 -0.519
H -8.03 -0.63 5.57 -0.111
H -7.96 -0.67 7.33 0.301
H -9.44 -1.16 6.49 0.395
H -9.64 1.16 7.47 0.295
H -9.46 1.18 4.42 -0.072
H -10.35 2.34 5.41 0.320
H -10.88 0.65 5.34 0.376
H -7.50 1.74 5.74 0.202
C -7.93 5.92 0.02 -1.312
C -6.79 5.15 -0.63 0.351
C -6.46 3.88 0.14 -0.899
O -5.63 5.97 -0.75 -0.557
H -7.64 6.23 1.03 0.321
H -8.15 6.83 -0.55 0.346
H -8.83 5.32 0.09 0.353
H -7.07 4.89 -1.65 0.314
H -6.14 4.13 1.15 0.282
H -5.65 3.34 -0.34 0.254
H -7.33 3.22 0.22 0.203
H -5.35 6.21 0.14 0.349
C 13.79 0.97 -8.76 -1.376
C 12.67 0.79 -7.75 0.425
C 11.95 -0.54 -7.94 -1.180
O 11.74 1.87 -7.85 -0.494
H 13.40 0.96 -9.78 0.360
H 14.29 1.92 -8.61 0.321
H 14.53 0.17 -8.67 0.382
H 13.07 0.85 -6.74 0.280
H 11.51 -0.59 -8.94 0.337
H 11.15 -0.65 -7.21 0.253
H 12.64 -1.38 -7.83 0.379
H 11.36 1.85 -8.74 0.331
C 5.10 -4.55 -0.41 -1.342
C 5.52 -3.55 0.65 0.413
C 6.28 -4.22 1.78 -1.363
O 4.38 -2.86 1.16 -0.350
H 4.44 -5.31 0.02 0.348
H 4.56 -4.06 -1.22 0.317
H 5.97 -5.07 -0.84 0.404
H 6.15 -2.78 0.20 0.212
H 5.65 -4.97 2.27 0.355
H 6.58 -3.49 2.53 0.325
H 7.18 -4.72 1.42 0.406
H 3.80 -3.51 1.57 0.244
```

No. 2
Below is 14 unconnected molecules or ions with the total composition C47H94Cl6O29 at a distorted geometry, with properties calculated with ωB97M-V/def2-TZVPD.

Properties
* HOMO level: -9.9 eV
* gap between HOMO and LUMO: 0.3696 Eh

Structure (XYZ):
```
176
Properties=species:S:1:pos:R:3:mulliken_charge:R:1
C -4.38 1.05 -3.09 0.451
Cl -3.56 0.00 -4.29 -0.158
Cl -6.07 1.35 -3.57 -0.202
H -4.45 0.46 -2.18 -0.483
H -3.84 1.97 -2.94 0.375
C 1.20 3.12 6.62 -0.543
Cl 0.63 4.25 5.39 -0.108
Cl 1.33 1.44 6.08 -0.008
H 2.13 3.49 7.02 0.300
H 0.49 3.13 7.45 0.356
C 4.39 0.12 4.97 0.313
Cl 5.27 -1.41 5.12 -0.168
Cl 4.61 0.79 3.35 -0.053
H 3.34 -0.12 5.05 -0.563
H 4.70 0.86 5.70 0.411
C 5.22 1.32 -0.37 -1.644
C 3.97 0.48 -0.64 1.954
O 3.99 -0.50 -1.68 0.041
C 4.01 -0.11 -2.95 0.867
O 3.97 1.03 -3.34 -0.792
O 4.01 -1.19 -3.70 -0.175
C 4.18 -1.01 -5.12 -1.127
H 6.05 0.69 -0.04 0.286
H 4.97 2.05 0.40 0.241
H 5.43 1.88 -1.28 0.405
H 3.13 1.17 -0.70 -0.843
H 3.80 -0.16 0.23 -0.480
H 5.21 -0.71 -5.30 0.328
H 3.48 -0.29 -5.53 0.683
H 4.05 -2.01 -5.54 0.156
C -7.18 -0.09 2.29 -0.476
C -7.85 -1.08 1.33 -0.336
O -7.14 -1.05 0.11 -0.347
C -6.16 -1.89 -0.18 0.808
O -5.87 -2.88 0.45 -0.583
O -5.69 -1.58 -1.38 -0.362
C -4.81 -2.50 -2.03 -0.316
H -6.13 -0.33 2.42 -0.310
H -7.58 -0.14 3.31 0.423
H -7.42 0.93 1.99 0.314
H -8.86 -0.76 1.09 0.294
H -7.91 -2.07 1.79 0.318
H -5.26 -3.49 -2.09 0.548
H -3.85 -2.65 -1.53 0.032
H -4.65 -2.06 -3.01 0.143
C -3.47 -0.56 1.78 0.512
C -3.64 -1.16 3.17 -1.038
O -2.35 -1.13 3.79 0.099
C -2.31 -1.50 5.07 0.292
O -3.19 -2.06 5.67 -0.612
O -1.15 -1.14 5.57 0.059
C -0.90 -1.44 6.93 -0.851
H -3.01 0.41 1.95 0.049
H -4.43 -0.46 1.29 -0.186
H -2.88 -1.24 1.16 -0.355
H -4.06 -2.16 3.10 0.466
H -4.32 -0.55 3.77 0.571
H 0.00 -0.92 7.25 0.189
H -0.69 -2.50 7.04 0.314
H -1.71 -1.14 7.60 0.366
C 2.47 1.53 -5.65 -0.825
C 1.29 0.55 -5.63 -0.506
O 1.09 -0.02 -4.35 -0.096
C 1.73 -1.15 -4.04 0.122
O 2.20 -1.90 -4.86 -0.461
O 1.49 -1.38 -2.75 0.398
C 1.95 -2.63 -2.25 0.419
H 2.24 2.50 -5.20 0.164
H 2.84 1.66 -6.66 0.291
H 3.24 1.11 -4.99 0.121
H 1.44 -0.25 -6.36 0.417
H 0.40 1.11 -5.91 0.448
H 1.23 -3.43 -2.44 -0.394
H 2.11 -2.52 -1.18 -0.755
H 2.93 -2.91 -2.63 0.495
C -0.83 3.86 0.10 -0.478
C -1.86 3.68 1.21 0.154
O -3.05 4.42 0.95 -0.387
C -3.84 3.93 0.01 0.605
O -3.70 2.86 -0.53 -0.441
O -4.82 4.79 -0.25 -0.434
C -5.74 4.40 -1.28 -0.439
H -1.07 3.63 -0.93 0.327
H 0.12 3.40 0.38 -0.338
H -0.60 4.93 0.15 0.578
H -1.33 3.87 2.14 0.431
H -2.05 2.61 1.25 -0.313
H -5.74 3.33 -1.42 0.108
H -5.50 4.94 -2.20 0.267
H -6.73 4.74 -0.97 0.271
C 0.43 -3.84 3.52 -0.860
C 1.51 -3.06 4.27 -0.046
O 2.35 -2.38 3.33 0.107
C 3.23 -3.07 2.61 0.293
O 3.54 -4.22 2.80 -0.594
O 3.59 -2.31 1.59 -0.115
C 4.41 -2.89 0.60 -0.756
H 0.19 -3.25 2.63 -0.172
H -0.43 -4.04 4.16 0.515
H 0.84 -4.80 3.19 0.444
H 2.13 -3.70 4.90 0.401
H 1.04 -2.33 4.92 -0.115
H 3.79 -3.36 -0.17 0.125
H 5.10 -3.65 0.95 0.548
H 4.99 -2.15 0.05 0.223
C -2.31 -3.33 -4.26 -0.854
C -1.04 -3.96 -4.80 0.164
O -0.67 -5.05 -3.95 -0.194
C 0.54 -5.59 -3.98 0.716
O 0.80 -6.57 -3.34 -0.606
O 1.40 -4.88 -4.72 -0.228
C 2.73 -5.34 -4.78 -0.678
H -2.08 -2.96 -3.26 -0.056
H -3.14 -4.03 -4.26 0.451
H -2.57 -2.50 -4.92 0.352
H -0.24 -3.22 -4.92 -0.185
H -1.16 -4.35 -5.82 0.393
H 2.90 -6.21 -5.42 0.357
H 3.14 -5.58 -3.80 0.327
H 3.30 -4.56 -5.28 0.088
O -0.13 -1.51 0.30 -0.459
C -0.16 -0.40 -0.19 0.714
O 0.53 0.64 0.19 0.755
C 1.48 0.49 1.26 1.079
C 0.73 0.81 2.56 0.187
C -1.09 -0.11 -1.34 0.337
H 2.30 1.20 1.19 -0.029
H 2.00 -0.46 1.35 -0.444
H -0.09 0.13 2.76 -0.364
H 0.39 1.84 2.66 -0.092
H 1.49 0.71 3.34 -0.235
H -1.81 0.67 -1.07 0.041
H -1.69 -0.95 -1.67 -0.731
H -0.39 0.24 -2.10 -0.288
O 3.86 7.76 4.36 -0.564
C 4.32 6.70 4.70 0.648
O 4.03 5.53 4.13 -0.199
C 3.07 5.51 3.06 -0.775
C 3.20 4.16 2.35 -0.118
C 5.32 6.61 5.82 -1.039
H 3.35 6.36 2.43 0.421
H 2.07 5.68 3.48 0.307
H 4.21 4.09 1.96 0.291
H 2.52 4.27 1.50 0.133
H 2.88 3.31 2.95 0.010
H 6.27 6.92 5.38 0.280
H 5.46 5.55 6.04 0.276
H 5.11 7.23 6.68 0.317
O -3.64 -5.41 -1.67 -0.507
C -3.71 -5.53 -0.48 0.815
O -2.96 -4.94 0.44 -0.481
C -1.93 -4.04 0.06 2.224
C -0.70 -4.85 -0.38 -0.889
C -4.86 -6.29 0.15 -1.321
H -1.70 -3.35 0.86 -0.645
H -2.14 -3.45 -0.84 -0.767
H -0.53 -5.60 0.40 0.426
H 0.18 -4.21 -0.46 -0.385
H -0.92 -5.40 -1.30 0.402
H -5.75 -6.19 -0.46 0.319
H -5.02 -5.95 1.17 0.306
H -4.71 -7.37 0.20 0.369
O 2.13 4.98 -0.90 -0.628
C 1.89 4.37 -1.92 -0.187
O 1.68 4.90 -3.12 -0.177
C 1.61 6.33 -3.26 -0.209
C 1.13 6.62 -4.65 -1.234
C 1.79 2.86 -1.94 1.306
H 2.59 6.77 -3.06 0.303
H 0.99 6.73 -2.45 0.313
H 1.81 6.17 -5.38 0.302
H 1.02 7.70 -4.77 0.397
H 0.16 6.21 -4.94 0.301
H 2.04 2.53 -0.93 -1.019
H 2.53 2.43 -2.62 0.425
H 0.80 2.55 -2.27 0.147
```

No. 3
Below is a molecular structure, C47H94F6N6Na2O9S2 at a distorted geometry, with properties calculated with ωB97M-V/def2-TZVPD.

Properties
* HOMO level: -7.3 eV
* gap between HOMO and LUMO: 0.2722 Eh

Structure (XYZ):
```
166
Properties=species:S:1:pos:R:3:mulliken_charge:R:1
Na 15.51 11.36 13.46 -0.412
Na 14.87 13.81 15.84 0.934
C 17.41 15.90 14.02 0.638
F 17.84 16.00 12.79 -0.204
F 18.03 16.85 14.76 -0.258
F 16.06 16.05 14.07 -0.144
S 17.73 14.28 14.71 1.238
O 16.65 13.60 14.05 -0.669
O 19.04 13.83 14.50 -0.724
N 17.30 14.47 16.23 -0.406
S 18.37 14.19 17.41 0.797
O 18.59 12.77 17.47 -0.600
O 19.43 15.18 17.63 -0.639
C 17.33 14.53 18.95 0.628
F 16.37 13.67 19.17 -0.193
F 18.23 14.32 19.92 -0.232
F 16.86 15.77 18.96 -0.225
C 12.32 9.51 13.86 -0.856
C 12.95 9.47 15.26 1.382
C 13.21 8.01 15.63 -1.483
C 14.15 7.65 16.75 -0.936
C 15.48 8.34 16.48 -0.722
C 15.30 9.89 16.32 1.198
N 14.29 10.25 15.23 0.585
O 14.06 11.64 15.26 2.321
C 16.57 10.57 15.93 -0.589
C 15.01 10.40 17.78 -1.084
C 12.00 10.11 16.20 -1.400
H 11.38 8.98 13.82 0.664
H 12.99 9.16 13.04 -0.277
H 12.03 10.57 13.75 -0.426
H 13.56 7.44 14.75 0.428
H 12.29 7.55 15.87 0.374
H 14.33 6.60 16.65 0.540
H 13.76 7.87 17.74 0.385
H 15.93 8.04 15.51 -0.165
H 16.24 8.20 17.25 0.482
H 16.86 10.39 14.88 -0.841
H 17.43 10.15 16.49 0.810
H 16.69 11.63 16.20 -0.570
H 14.07 10.05 18.28 0.212
H 14.96 11.50 17.83 -0.349
H 15.90 10.10 18.46 0.473
H 11.01 9.71 16.07 0.579
H 12.07 11.20 16.18 -0.768
H 12.19 9.77 17.24 0.496
C 10.38 13.04 14.94 -1.116
C 10.37 13.92 16.23 1.345
C 9.06 13.55 17.00 -1.349
C 9.00 14.13 18.39 -0.824
C 10.21 13.62 19.14 -1.356
C 11.60 13.86 18.44 1.384
N 11.43 13.37 17.06 0.486
O 12.67 13.63 16.39 0.016
C 11.99 15.34 18.64 -1.559
C 12.62 13.09 19.20 -1.767
C 10.51 15.37 15.83 -1.602
H 9.49 13.18 14.30 0.607
H 10.48 12.06 15.33 0.089
H 11.27 13.32 14.41 -0.381
H 8.21 13.92 16.40 0.433
H 8.99 12.45 17.02 0.334
H 7.95 13.89 18.77 0.388
H 8.90 15.15 18.28 0.441
H 10.23 12.52 19.29 0.417
H 10.27 14.10 20.07 0.478
H 11.22 16.02 18.23 0.300
H 12.19 15.62 19.63 0.553
H 12.92 15.59 18.17 0.174
H 12.46 13.37 20.22 0.721
H 12.36 12.01 19.21 0.171
H 13.63 13.39 18.90 0.044
H 9.80 15.61 15.12 0.582
H 11.56 15.51 15.40 -0.032
H 10.24 15.99 16.72 0.433
H 12.95 12.70 16.14 -0.018
C 19.41 10.92 13.25 -1.901
C 19.02 9.71 12.31 2.299
C 19.44 8.43 13.08 -1.818
C 18.89 7.12 12.49 -0.660
C 17.40 7.22 12.54 -0.670
C 16.82 8.43 11.72 1.396
N 17.55 9.64 12.29 0.487
O 16.92 10.84 11.64 1.315
C 16.96 8.29 10.17 -1.308
C 15.33 8.52 12.09 -0.311
C 19.73 9.76 10.93 -2.475
H 18.95 11.85 12.82 0.113
H 20.47 11.20 13.29 0.564
H 19.13 10.81 14.29 0.298
H 20.51 8.40 13.06 0.420
H 19.21 8.53 14.11 0.433
H 19.26 6.27 13.09 0.478
H 19.18 6.94 11.45 0.323
H 17.12 7.38 13.59 -0.198
H 16.92 6.30 12.14 0.482
H 16.66 7.29 9.86 0.431
H 16.28 8.99 9.70 0.029
H 17.98 8.43 9.77 0.069
H 15.01 9.48 11.71 -0.891
H 14.70 7.81 11.59 0.793
H 15.32 8.37 13.17 -0.248
H 20.82 10.07 11.06 0.475
H 19.25 10.53 10.34 0.546
H 19.73 8.89 10.38 0.462
H 17.28 10.97 10.78 -0.746
C 16.98 13.26 8.57 -3.006
C 17.75 12.83 7.36 2.493
C 18.59 14.04 6.92 -1.346
C 19.69 13.73 5.91 -0.755
C 20.61 12.59 6.43 -1.143
C 19.77 11.34 6.76 1.294
N 18.70 11.80 7.79 0.180
O 17.85 10.67 8.15 0.127
C 19.26 10.66 5.43 -1.693
C 20.63 10.29 7.52 -1.788
C 16.68 12.47 6.26 -1.779
H 17.69 13.44 9.37 0.509
H 16.37 12.43 8.94 0.103
H 16.30 14.06 8.52 0.831
H 17.92 14.82 6.61 0.473
H 19.15 14.43 7.79 0.414
H 20.32 14.61 5.86 0.468
H 19.27 13.45 4.95 0.330
H 20.98 12.81 7.47 0.381
H 21.43 12.38 5.75 0.361
H 18.91 11.40 4.73 0.337
H 20.13 10.26 4.98 0.570
H 18.64 9.78 5.67 0.287
H 21.62 10.09 6.99 0.407
H 20.92 10.71 8.48 0.326
H 20.16 9.32 7.59 0.403
H 17.12 12.39 5.29 0.417
H 15.96 13.30 6.17 0.420
H 16.19 11.54 6.49 0.331
H 17.51 10.20 7.37 0.116
C 14.36 14.51 10.60 -2.090
C 13.15 14.38 11.53 2.064
C 11.97 15.17 10.90 -1.481
C 11.59 14.65 9.59 -0.606
C 11.07 13.17 9.81 -1.470
C 12.17 12.29 10.39 1.587
N 12.64 12.98 11.63 0.061
O 13.70 12.19 12.09 2.438
C 11.57 10.99 10.88 -1.545
C 13.26 11.89 9.36 -1.247
C 13.54 14.84 12.89 -0.743
H 14.65 15.54 10.61 0.730
H 14.18 14.30 9.56 0.356
H 15.16 13.88 10.96 0.035
H 11.10 15.22 11.60 0.230
H 12.28 16.16 10.87 0.476
H 12.41 14.63 8.89 0.298
H 10.75 15.15 9.16 0.508
H 10.65 12.74 8.90 0.442
H 10.18 13.23 10.44 0.356
H 12.45 10.40 11.22 -0.164
H 10.87 11.15 11.70 0.266
H 11.10 10.50 10.03 0.675
H 14.03 11.31 9.86 -0.277
H 12.90 11.23 8.58 0.553
H 13.74 12.70 8.84 0.287
H 13.77 15.94 12.77 0.736
H 14.45 14.28 13.17 -0.625
H 12.84 14.66 13.66 -0.454
H 13.46 11.98 13.02 -1.043
```

Q: Which value of gap between HOMO and LUMO does entry 2 give?
A: 0.3696 Eh

Q: Which value of HOMO level does entry 2 give?
A: -9.9 eV